# 1
24
Properties=species:S:1:pos:R:3:forces:R:3 method="wB97M-V/def2-TZVPD" e_tot_ha=-496.9903 s_squared=0.75 multiplicity=2 homo_ev="0.75 / -6.24" e_above_lowest_ev=0.967 total_charge=-1 homo_lumo_gap_ev="2.848 / 9.763"
C -3.18443 0.35309 1.07824 -0.391 -0.393 1.042
C 0.33015 0.03909 2.39068 0.891 -0.529 -0.964
C -1.71050 0.08770 1.10726 0.187 1.504 -0.954
O -1.15838 -0.36691 0.09644 -0.122 -0.604 0.399
N -0.99084 0.56292 2.13142 0.677 -0.260 1.139
H -3.64683 -0.45145 1.65777 -0.163 -0.257 -0.434
H -1.38589 1.07924 2.91046 -0.608 -0.061 -0.132
H 0.62604 -0.06292 3.43181 -0.696 0.206 0.372
H -3.54362 1.22103 1.64476 0.508 0.295 -0.214
H -3.51376 0.36527 0.04723 -0.176 -0.053 -0.068
H 0.36381 -0.95551 1.93679 0.177 -0.001 0.126
H 1.15884 0.60300 1.94107 -0.328 0.188 -0.147
C 2.19234 1.31623 -1.12704 1.078 0.230 -1.285
C 0.61132 -1.86282 -2.18236 -1.208 0.822 0.510
C 1.26819 -0.51830 -2.38865 0.389 -0.601 0.437
O 1.93485 -0.20981 -3.36731 -0.120 0.000 -0.152
N 1.25124 0.23267 -1.25974 0.627 1.251 0.503
H 0.64175 0.15283 -0.44637 -0.392 -0.935 -0.720
H 1.88544 2.07610 -0.42434 -0.119 -0.132 0.423
H 1.21020 -2.31664 -1.40477 0.247 -0.689 -0.138
H 3.23283 0.98130 -0.96909 -0.359 -0.216 0.747
H 2.36185 1.80920 -2.07998 -0.592 0.250 -0.331
H -0.33615 -1.66073 -1.66791 -0.022 -0.149 -0.114
H 0.40156 -2.47458 -3.05635 0.513 0.135 -0.047

---

# 2
115
Properties=species:S:1:pos:R:3:forces:R:3 method="wB97M-V/def2-TZVPD" e_tot_ha=-4269.4164 multiplicity=1 homo_ev=-14.02 total_charge=+2 homo_lumo_gap_ev=8.793
Ga 0.15302 -0.84212 0.18133 -0.258 -0.035 0.069
C 2.44128 -5.49704 1.02230 -0.065 0.099 -0.005
C 2.34917 -4.15497 0.37250 0.090 0.053 -0.032
C 3.22172 -3.57873 -0.53632 0.210 -0.103 -0.025
C 2.70988 -2.32222 -0.84253 0.073 -0.074 -0.055
N 1.57623 -2.14845 -0.14793 0.053 0.204 0.122
N 1.35901 -3.27743 0.60447 0.045 -0.211 -0.127
B 0.04347 -3.49614 1.39230 0.026 -0.037 -0.041
N -0.05026 -2.42872 2.48072 -0.179 -0.138 0.210
N 0.24940 -1.11715 2.20714 0.034 -0.025 -0.228
C 0.32801 -0.48476 3.40530 -0.101 0.117 0.086
C -0.02226 -1.38443 4.40512 0.131 0.109 0.193
C -0.22712 -2.60486 3.79506 -0.040 -0.003 -0.002
C -0.55160 -3.91467 4.43482 0.019 0.029 -0.104
C 0.83922 0.90989 3.69056 -0.037 -0.007 0.138
C 1.90567 0.80653 4.79593 0.014 -0.062 0.105
C -0.32018 1.78837 4.17700 -0.108 -0.023 0.112
C 1.49937 1.52879 2.47534 -0.183 -0.508 0.652
N -1.13717 -3.32981 0.42445 -0.082 -0.122 0.251
N -1.20051 -2.26787 -0.44655 0.075 -0.006 0.132
C -2.19802 -2.55557 -1.31644 -0.093 -0.097 -0.044
C -2.80472 -3.74759 -0.93400 -0.159 0.052 -0.189
C -2.10718 -4.21570 0.15771 0.089 -0.061 0.014
C -2.31661 -5.48539 0.91651 0.061 0.090 0.022
C -2.49599 -1.85687 -2.61599 -0.126 -0.076 -0.035
C -2.31390 -2.87704 -3.75367 0.001 -0.067 -0.054
C -1.53185 -0.72404 -2.83786 0.236 0.174 -0.144
C -3.94118 -1.34195 -2.63700 -0.057 -0.022 -0.048
C 3.30394 -1.31732 -1.79561 0.000 0.020 0.004
C 4.65260 -0.84056 -1.23348 0.020 -0.017 -0.008
C 3.51738 -1.99722 -3.15506 0.033 -0.021 -0.041
C 2.38852 -0.11461 -1.98617 0.062 -0.202 0.022
H 3.38387 -5.96405 0.74797 -0.004 0.001 0.001
H 2.39967 -5.41437 2.10926 0.002 0.005 -0.053
H 1.63006 -6.15235 0.70234 0.007 0.035 -0.002
H 4.12722 -4.02690 -0.92342 -0.170 0.088 0.066
H 0.02966 -4.58409 1.87731 0.004 0.117 -0.056
H -0.05545 -1.19139 5.46819 0.011 -0.031 -0.189
H -0.69373 -3.76514 5.50210 0.005 -0.002 0.001
H -1.46555 -4.34460 4.02528 0.011 0.018 -0.006
H 0.25158 -4.63937 4.29373 -0.014 0.044 -0.006
H 1.50293 0.35992 5.70788 0.080 0.084 -0.088
H 2.76107 0.20440 4.46851 -0.123 0.076 0.045
H 2.26475 1.80999 5.04488 -0.039 -0.119 -0.037
H -0.76535 1.37350 5.08588 0.054 0.050 -0.072
H 0.04752 2.79238 4.40976 -0.038 -0.079 -0.026
H -1.10502 1.87504 3.41915 0.168 -0.095 0.239
H 2.15816 0.80888 1.98012 -0.201 -0.021 0.340
H 0.74008 1.88030 1.78916 0.099 -0.012 0.240
H 2.10449 2.39284 2.75562 -0.105 -0.038 -0.003
H -3.62531 -4.24426 -1.43360 0.145 0.089 0.086
H -3.19651 -5.99443 0.53023 0.010 0.015 0.000
H -1.46273 -6.15673 0.81932 -0.012 0.032 -0.015
H -2.47063 -5.29270 1.97877 0.002 -0.003 -0.035
H -1.30476 -3.29999 -3.74633 -0.082 0.035 -0.005
H -3.02919 -3.69766 -3.67644 0.059 0.051 -0.012
H -2.47347 -2.38053 -4.71615 0.018 -0.056 0.115
H -0.49046 -1.06416 -2.79601 -0.117 0.012 -0.042
H -1.69457 -0.26877 -3.81465 0.031 0.077 0.002
H -1.68684 0.04549 -2.09139 -0.007 0.215 0.113
H -4.65078 -2.16395 -2.51642 0.047 0.078 0.000
H -4.13061 -0.61461 -1.84418 0.021 -0.025 -0.033
H -4.14570 -0.86308 -3.59949 0.014 -0.043 0.095
H 5.35095 -1.67392 -1.13259 -0.046 0.067 0.010
H 5.09756 -0.10587 -1.90968 -0.022 -0.044 0.053
H 4.53093 -0.37808 -0.24875 0.015 -0.029 -0.069
H 4.20409 -2.84141 -3.07206 -0.049 0.047 -0.018
H 2.57358 -2.36354 -3.56905 0.065 0.030 0.030
H 3.94955 -1.28080 -3.85847 -0.027 -0.065 0.038
H 2.28255 0.44738 -1.05539 0.081 -0.039 -0.143
H 2.82083 0.55909 -2.72678 0.051 -0.075 0.046
H 1.39942 -0.41110 -2.35046 0.071 0.036 -0.053
C 0.14556 5.05737 -1.12745 0.122 0.026 0.070
C 1.36946 4.43663 -0.49141 0.073 -0.070 -0.096
C 2.49274 5.24189 -0.29156 0.082 0.107 0.003
C 3.69327 4.72780 0.17659 -0.043 0.078 0.012
C 3.81037 3.37266 0.45742 -0.043 -0.046 -0.072
C 2.70594 2.55303 0.29790 0.220 0.374 -0.518
C 1.49452 3.08092 -0.15132 0.052 -0.092 -0.225
Sb -0.19018 1.81592 -0.40740 -0.098 -0.111 -0.166
C -0.56221 2.34557 -2.43365 -0.031 -0.178 0.225
C 0.59660 2.36710 -3.20976 -0.110 0.088 -0.136
C 0.52445 2.75463 -4.53901 -0.051 0.023 0.055
C -0.70404 3.13484 -5.07169 0.037 0.013 -0.012
C -1.83938 3.13617 -4.27636 -0.123 0.012 -0.064
C -1.79802 2.73993 -2.93870 -0.094 -0.106 0.030
C -3.06285 2.77692 -2.11724 0.031 -0.054 -0.132
C -1.61188 2.50953 1.02467 0.117 -0.051 -0.201
C -1.30872 3.70874 1.66570 -0.111 -0.012 -0.098
C -2.19504 4.23790 2.59059 -0.053 0.083 0.012
C -3.37670 3.56690 2.87025 -0.031 0.024 -0.008
C -3.65079 2.35029 2.25764 -0.006 -0.066 0.042
C -2.77089 1.78639 1.33647 0.012 0.037 0.092
C -3.06168 0.42035 0.76922 0.052 0.181 0.058
H 0.09259 6.12073 -0.89501 0.025 -0.029 0.041
H -0.79501 4.60611 -0.80936 0.015 0.015 0.020
H 0.20337 4.95949 -2.21464 -0.011 0.028 0.055
H 2.41901 6.30102 -0.52511 0.018 -0.132 0.032
H 4.54196 5.38830 0.31846 -0.081 -0.062 -0.036
H 4.74996 2.95615 0.80151 -0.049 0.047 -0.015
H 2.79764 1.50171 0.53289 0.154 0.325 -0.285
H 1.56005 2.12381 -2.77681 -0.147 0.079 -0.062
H 1.42162 2.77967 -5.14454 -0.043 -0.004 -0.002
H -0.77382 3.44736 -6.10837 0.012 -0.033 0.110
H -2.79193 3.45297 -4.69648 0.149 -0.032 0.049
H -3.43687 3.80107 -2.04389 0.008 -0.043 0.019
H -2.91657 2.40922 -1.10119 -0.046 0.095 -0.178
H -3.85105 2.18008 -2.58476 0.070 0.035 0.008
H -0.37766 4.22802 1.46652 -0.059 -0.019 -0.023
H -1.95900 5.17203 3.08657 -0.043 -0.053 -0.029
H -4.08830 3.98799 3.57250 0.087 -0.063 -0.045
H -4.56235 1.81374 2.50530 0.084 0.083 -0.015
H -4.09237 0.12004 0.95601 0.012 0.054 -0.020
H -2.42590 -0.33120 1.24459 0.031 -0.075 0.026
H -2.89910 0.37849 -0.30921 0.014 -0.033 -0.030